[1]
Computed, not measured: a 2-piece molecular cluster, C5H7N2S overall at a distorted geometry, with ωB97M-V with the def2-TZVPD basis set.

As for the total charge: +1. For the energy above the lowest of the compared OMol25 structures with the same formula, charge and spin, the calculation gives 192.6 kJ/mol. The highest occupied orbital energy is -14.177 eV.

Bonds (Å) are listed after each position.
Geometry (Å):
1 C -0.825 -1.103 -0.181  C2 1.379, N6 1.404, H9 1.063
2 C -1.898 -0.245 -0.298  C1 1.379, N7 1.385, H10 1.081
3 C 0.007 0.946 -0.342  N6 1.318, N7 1.354, H11 1.051
4 C -1.845 0.884 3.226  S8 1.534
5 C 1.630 -0.962 -0.297  N6 1.437, H13 1.110, H14 1.067, H15 1.173
6 N 0.341 -0.327 -0.288  C1 1.404, C3 1.318, C5 1.437
7 N -1.345 1.023 -0.367  C2 1.385, C3 1.354, H12 1.011
8 S -1.824 2.112 4.144  C4 1.534
9 H -0.802 -2.131 0.089  C1 1.063
10 H -2.976 -0.293 -0.239  C2 1.081
11 H 0.711 1.718 -0.458  C3 1.051
12 H -1.794 1.909 -0.553  N7 1.011
13 H 2.551 -0.344 -0.331  C5 1.110
14 H 1.775 -1.773 0.380  C5 1.067
15 H 1.674 -1.528 -1.323  C5 1.173


[2]
Computed, not measured: an isolated molecule of C3H3N5 at a distorted geometry, with ωB97M-V with the def2-TZVPD basis set.

For the energy above the lowest of the compared OMol25 structures with the same formula, charge and spin, the calculation gives 223.7 kJ/mol. As for the SMILES: Cn1nnnc1C#N. The highest occupied orbital energy is -11.214 eV.

Bonds (Å) are listed after each position.
Geometry (Å):
1 C 0.111 -0.054 -2.089  H4 1.193, H5 1.284, H6 1.154, N7 1.444
2 C 0.236 -0.146 0.504  C3 1.423, N7 1.337, N10 1.313
3 C 1.611 0.211 0.591  C2 1.423, N11 1.182
4 H 0.140 -1.208 -2.390  C1 1.193
5 H -0.910 0.380 -2.735  C1 1.284
6 H 0.952 0.730 -2.193  C1 1.154
7 N -0.312 -0.180 -0.715  C1 1.444, C2 1.337, N8 1.421
8 N -1.694 -0.143 -0.384  N7 1.421, N9 1.235
9 N -1.826 -0.219 0.842  N8 1.235, N10 1.398
10 N -0.609 -0.021 1.501  C2 1.313, N9 1.398
11 N 2.737 0.566 0.654  C3 1.182


Which formula does entry 2 have?
C3H3N5